No. 1
A structure of composition C38H42As2NO4S2Sc. Source: the Open Molecules 2025 dataset; level of theory: wB97M-V/def2-TZVPD.

Properties
* frontier orbital gap: 7.3 eV
* net charge: +2
* relative energy (zero: lowest compared OMol25 entry of this formula, charge and spin): 286.81 kJ/mol

Each line ends with the Mulliken charge.
Atoms and positions in Å:
As1 0.220 -1.154 2.154  1.72
As2 2.427 -0.934 -0.422  0.07
Sc1 -0.218 -0.208 -0.280  0.19
S1 0.739 2.381 0.142  0.27
S2 -3.485 1.519 -4.247  1.35
O1 -1.807 -1.280 -0.801  -0.35
O2 -1.955 0.687 0.061  -0.31
O3 -2.589 1.010 -5.235  -0.70
O4 -4.897 1.493 -4.445  -0.67
N1 -3.128 0.584 -2.835  -0.21
C1 2.182 -1.207 2.535  -1.03
C2 2.041 -5.059 0.654  -0.80
C3 -1.694 7.070 -2.757  -1.39
C4 -0.351 -0.091 3.695  0.52
C5 -2.978 3.134 -3.725  -0.47
C6 1.903 -2.820 -0.219  0.18
C7 -2.545 -0.310 -0.455  0.91
C8 2.957 -0.451 1.452  -0.88
C9 1.760 2.879 -1.285  -0.84
C10 -0.485 0.292 6.066  -0.87
C11 0.731 -3.181 -0.891  0.04
C12 -3.515 5.412 -3.267  -0.86
C13 -1.375 -5.484 3.186  -0.53
C14 -0.989 1.124 3.469  -0.19
C15 5.278 -1.699 -0.596  -0.23
C16 -0.584 3.632 0.129  -0.58
C17 -1.633 3.376 -3.517  -0.06
C18 -1.954 -4.717 2.187  -0.83
C19 -0.357 -2.963 2.617  0.70
C20 -4.010 -0.310 -0.724  -0.70
C21 4.218 -1.078 -1.254  0.82
C22 -1.446 -3.462 1.903  -0.27
C23 -1.130 1.497 5.831  -0.51
C24 -0.280 -5.003 3.886  -0.94
C25 -2.166 5.690 -3.072  1.14
C26 0.856 -5.394 0.015  -0.48
C27 6.512 -1.802 -1.214  -0.88
C28 0.209 -4.457 -0.775  -1.04
C29 2.567 -3.782 0.536  -0.21
C30 -1.376 1.918 4.533  -0.95
C31 6.699 -1.289 -2.488  -0.47
C32 -4.197 0.716 -1.853  -0.89
C33 -0.094 -0.503 5.002  -0.23
C34 -3.924 4.131 -3.593  -0.29
C35 5.647 -0.683 -3.153  -0.74
C36 0.236 -3.749 3.603  -0.40
C37 -1.233 4.658 -3.188  -1.09
C38 4.406 -0.578 -2.544  -0.35
H1 -0.931 2.566 -3.660  0.55
H2 -0.884 7.351 -3.424  0.37
H3 -1.893 -2.856 1.115  0.11
H4 -0.693 -4.722 -1.306  0.51
H5 -4.122 1.732 -1.457  0.34
H6 2.775 0.631 1.549  0.40
H7 3.504 -3.539 1.028  0.23
H8 -4.565 -0.009 0.165  0.38
H9 -5.178 0.587 -2.319  0.52
H10 -2.802 -5.095 1.635  0.47
H11 0.251 -2.466 -1.581  0.62
H12 5.793 -0.289 -4.146  0.42
H13 -1.778 -6.457 3.419  0.44
H14 7.666 -1.366 -2.958  0.41
H15 1.223 2.721 -2.219  0.08
H16 -1.187 1.435 2.444  0.31
H17 0.407 -1.450 5.178  0.32
H18 -1.441 2.109 6.662  0.41
H19 2.382 -0.761 3.520  0.84
H20 -1.428 3.210 0.671  0.21
H21 -0.188 4.898 -3.046  0.44
H22 -4.315 -1.305 -1.047  0.41
H23 -0.226 4.529 0.629  0.49
H24 -1.318 7.116 -1.736  0.29
H25 4.035 -0.605 1.590  0.63
H26 3.575 -0.109 -3.069  0.36
H27 2.021 3.929 -1.179  0.46
H28 2.501 -2.254 2.571  0.24
H29 -3.067 -0.366 -3.188  0.28
H30 5.145 -2.105 0.401  0.17
H31 -2.496 7.793 -2.866  0.39
H32 0.171 -5.601 4.664  0.44
H33 -4.249 6.198 -3.175  0.40
H34 2.561 -5.801 1.242  0.47
H35 2.672 2.280 -1.250  0.36
H36 1.101 -3.382 4.146  0.37
H37 -1.866 2.863 4.354  0.45
H38 -0.282 -0.031 7.077  0.43
H39 -0.877 3.843 -0.899  -0.12
H40 0.449 -6.388 0.118  0.47
H41 7.326 -2.281 -0.694  0.42
H42 -4.960 3.895 -3.778  0.54

***

No. 2
A structure of composition C38H42Br2N5O3PtS. Source: the Open Molecules 2025 dataset; level of theory: wB97M-V/def2-TZVPD.

Properties
* frontier orbital gap (alpha / beta): 6.3 / 6.3 eV
* net charge: +3
* relative energy (zero: lowest compared OMol25 entry of this formula, charge and spin): 239.10 kJ/mol

Each line ends with the Mulliken charge.
Atoms and positions in Å:
Pt1 0.741 0.620 0.758  1.06
Br1 4.100 2.539 6.238  -0.05
Br2 -3.110 4.912 4.440  -0.06
S1 -1.402 -0.648 1.468  -0.73
O1 0.253 -1.494 -1.363  -0.46
O2 -1.773 0.910 -1.316  0.35
O3 0.694 -1.022 -3.593  -0.45
N1 3.156 2.832 -1.811  0.01
N2 1.667 0.917 2.661  -0.10
N3 -0.182 -2.729 2.545  -0.05
N4 -0.341 2.487 1.641  0.07
N5 -2.455 -2.997 2.043  0.00
C1 3.561 0.870 -0.249  1.44
C2 2.811 -1.361 0.237  -0.42
C3 -2.266 0.461 -2.430  0.23
C4 2.519 0.003 0.093  0.20
C5 -1.982 3.975 3.305  -0.33
C6 -2.072 0.980 -4.895  -0.20
C7 3.106 1.852 4.830  -0.40
C8 0.231 -4.083 2.956  -0.30
C9 -2.134 1.374 -3.548  1.23
C10 -2.248 3.904 1.946  -0.83
C11 -3.076 -0.750 -2.393  0.88
C12 -2.155 1.926 -5.894  -1.08
C13 -3.954 -0.884 -1.306  -0.45
C14 2.817 0.334 3.030  0.07
C15 2.017 2.152 -2.498  -0.62
C16 -1.339 -2.286 2.068  1.13
C17 5.129 -0.982 -0.284  -1.19
C18 0.468 -1.265 -2.481  0.96
C19 1.208 1.959 3.383  0.78
C20 -4.879 -1.911 -1.285  -1.02
C21 -2.193 2.745 -3.237  -0.40
C22 -0.059 2.621 2.936  0.63
C23 1.733 -4.210 2.787  -1.41
C24 -1.406 3.141 1.160  -0.12
C25 -2.304 3.274 -5.571  -0.46
C26 -3.112 -5.384 1.833  -1.04
C27 -4.901 -2.848 -2.309  -0.47
C28 4.092 -1.854 0.036  -0.47
C29 -3.990 -2.760 -3.358  -1.10
C30 -0.858 3.335 3.808  -0.92
C31 4.405 2.722 -2.631  -0.85
C32 -2.298 3.683 -4.245  -0.83
C33 4.857 0.367 -0.418  -0.10
C34 1.897 2.437 4.479  -0.86
C35 3.331 2.348 -0.374  -2.08
C36 -3.094 -1.712 -3.413  -0.03
C37 3.568 0.770 4.103  -0.96
C38 -2.852 -4.220 2.772  -0.62
H1 -3.424 -6.257 2.407  0.37
H2 -3.992 -3.502 -4.145  0.47
H3 -3.095 4.420 1.517  0.47
H4 -3.911 -5.148 1.128  0.33
H5 -2.431 4.005 -6.360  0.46
H6 -2.235 3.064 -2.205  0.38
H7 5.216 3.234 -2.117  0.37
H8 -1.908 -0.050 -5.168  0.28
H9 -3.194 -2.560 1.514  0.09
H10 -2.218 -5.650 1.267  0.27
H11 4.291 -2.912 0.156  0.51
H12 2.050 -5.213 3.072  0.45
H13 2.020 -2.053 0.498  0.22
H14 -3.758 -3.967 3.321  0.38
H15 -0.281 -4.809 2.329  0.30
H16 2.418 2.635 0.147  0.23
H17 4.643 1.672 -2.765  0.44
H18 3.145 -0.506 2.437  0.51
H19 5.673 1.051 -0.626  0.61
H20 -2.385 -1.677 -4.226  0.42
H21 1.149 2.162 -1.841  -0.02
H22 1.521 3.279 5.042  0.52
H23 -2.012 0.326 -0.542  -0.59
H24 2.028 -4.047 1.749  0.26
H25 -5.636 -3.642 -2.301  0.48
H26 0.529 -2.016 2.609  -0.14
H27 2.933 3.825 -1.748  0.37
H28 4.227 3.188 -3.597  0.33
H29 -5.612 -1.957 -0.489  0.53
H30 -3.989 -0.139 -0.520  0.73
H31 -2.399 4.731 -3.997  0.48
H32 2.313 1.129 -2.713  0.34
H33 -1.585 3.045 0.098  0.35
H34 6.138 -1.349 -0.414  0.45
H35 2.264 -3.504 3.430  0.36
H36 1.801 2.677 -3.426  0.46
H37 -0.042 -4.258 3.996  0.37
H38 -2.096 -4.464 3.507  0.35
H39 4.169 2.914 0.032  0.65
H40 -0.634 3.375 4.865  0.54
H41 4.498 0.279 4.355  0.52
H42 -2.115 1.615 -6.930  0.48

***

No. 3
A structure of composition C38H43As2N5O9S2Zn. Source: the Open Molecules 2025 dataset; level of theory: wB97M-V/def2-TZVPD.

Properties
* frontier orbital gap: 5.5 eV
* net charge: 0
* relative energy (zero: lowest compared OMol25 entry of this formula, charge and spin): 82.69 kJ/mol

Each line ends with the Mulliken charge.
Atoms and positions in Å:
As1 -4.123 1.116 -0.570  0.40
As2 -0.280 1.812 -0.099  1.35
Zn1 2.690 -0.116 1.155  0.11
S1 4.238 -2.087 1.774  -0.50
S2 1.320 -2.412 -0.846  0.84
O1 -0.501 -0.050 -2.254  0.27
O2 -3.526 2.320 -3.902  -0.59
O3 -1.379 0.405 2.466  -0.32
O4 -2.312 -1.260 -1.727  -0.43
O5 -4.552 3.753 -2.583  -0.35
O6 -3.501 0.670 2.866  -0.38
O7 -0.242 3.962 -2.959  -0.43
O8 -1.314 4.841 -1.256  -0.60
O9 1.290 -1.452 0.287  0.46
N1 2.986 -3.985 3.096  -0.34
N2 9.231 -1.884 -2.507  -0.57
N3 2.026 -0.646 3.051  0.99
N4 1.968 1.844 2.162  0.53
N5 2.084 -1.927 3.397  -1.29
C1 6.892 0.156 -0.958  -1.02
C2 -1.070 -3.011 0.371  -0.99
C3 1.075 2.634 4.222  -0.73
C4 -2.063 -4.455 -1.776  -0.97
C5 2.157 3.096 1.783  -0.05
C6 1.452 1.586 3.370  0.64
C7 -1.609 2.558 -1.458  0.10
C8 5.777 -1.469 -2.353  -1.16
C9 2.252 -3.888 -0.285  -1.36
C10 -2.867 -4.230 -0.665  0.99
C11 -1.061 3.860 -1.921  -0.30
C12 8.207 -1.458 -2.208  0.07
C13 -4.911 -0.176 -1.829  -1.19
C14 4.561 -0.938 -1.992  0.36
C15 -0.444 -0.760 -3.483  -0.97
C16 5.674 0.681 -0.610  -0.15
C17 4.478 0.149 -1.112  -0.56
C18 -2.879 2.213 -1.663  0.19
C19 -2.491 0.518 1.981  -0.34
C20 3.198 0.695 -0.678  0.07
C21 -1.108 2.984 1.260  -1.53
C22 1.884 4.183 2.595  -1.04
C23 6.958 -0.925 -1.844  0.51
C24 3.012 -2.651 2.817  0.19
C25 -0.295 -3.222 -0.754  0.42
C26 -1.539 0.351 -0.193  -0.88
C27 -1.532 -0.372 -1.453  -0.03
C28 -4.853 0.667 2.487  -0.87
C29 0.054 2.820 -3.744  -0.16
C30 -2.350 -3.524 0.415  -0.37
C31 -3.651 2.789 -2.797  0.06
C32 1.315 3.937 3.838  -0.59
C33 -4.572 4.479 -1.363  -0.40
C34 -4.293 -4.680 -0.621  -1.47
C35 -2.697 0.343 0.543  1.65
C36 -0.776 -3.948 -1.829  -0.87
C37 1.370 0.197 3.776  0.65
C38 0.595 -0.210 4.987  -1.62
H1 2.389 0.451 -1.367  -0.12
H2 -4.486 -5.239 0.292  0.38
H3 -4.177 -0.755 -2.382  0.24
H4 -2.971 -3.347 1.281  0.43
H5 3.245 1.774 -0.562  0.67
H6 -0.763 4.004 1.091  0.63
H7 7.805 0.563 -0.550  0.44
H8 -5.067 -0.121 1.750  0.35
H9 0.590 -0.748 -3.812  0.24
H10 -5.546 0.378 -2.520  0.46
H11 -0.838 2.687 2.269  0.17
H12 3.646 -1.376 -2.373  0.25
H13 1.063 4.759 4.491  0.42
H14 -4.947 -3.808 -0.622  0.25
H15 -5.156 1.640 2.072  0.31
H16 -5.057 5.427 -1.590  0.32
H17 -0.461 -0.035 4.793  0.22
H18 0.816 3.140 -4.453  0.36
H19 2.532 3.230 0.774  0.31
H20 3.850 -4.484 2.954  0.26
H21 3.297 -3.613 -0.178  0.39
H22 2.437 -4.251 3.900  0.23
H23 -1.082 -0.269 -4.222  0.29
H24 -2.198 2.968 1.162  0.49
H25 2.138 -4.657 -1.040  0.49
H26 0.446 2.014 -3.116  -0.11
H27 -3.565 4.677 -0.988  0.16
H28 5.618 1.501 0.093  0.45
H29 -0.836 2.486 -4.284  0.24
H30 2.096 5.184 2.258  0.47
H31 1.864 -4.222 0.671  0.37
H32 -0.670 -2.420 1.183  0.29
H33 5.832 -2.310 -3.028  0.46
H34 -0.149 -4.106 -2.697  0.53
H35 -4.546 -5.305 -1.473  0.38
H36 -2.450 -5.012 -2.614  0.36
H37 -5.416 0.480 3.401  0.33
H38 -5.166 3.955 -0.604  0.23
H39 0.622 2.424 5.176  0.40
H40 0.759 -1.269 5.161  0.38
H41 -0.805 -1.779 -3.330  0.25
H42 -5.541 -0.852 -1.244  0.45
H43 0.896 0.346 5.869  0.42

***

No. 4
A structure of composition C38H43ClN6O6PbS2Si4. Source: the Open Molecules 2025 dataset; level of theory: wB97M-V/def2-TZVPD.

Properties
* frontier orbital gap: 6.4 eV
* net charge: -2
* relative energy (zero: lowest compared OMol25 entry of this formula, charge and spin): 29.73 kJ/mol

Each line ends with the Mulliken charge.
Atoms and positions in Å:
Pb1 1.159 0.999 -0.334  1.35
Cl1 6.718 4.109 -0.645  -0.17
S1 1.777 1.774 -2.841  -0.33
S2 -1.120 2.151 -1.034  -0.36
Si1 -3.202 -1.762 0.129  1.00
Si2 -3.542 0.716 3.120  0.64
Si3 -2.184 -0.903 2.077  -0.45
Si4 -1.425 -2.769 3.301  0.67
O1 5.792 6.499 0.836  -0.66
O2 3.864 6.683 1.901  -0.57
O3 1.831 -1.393 1.052  -0.61
O4 1.707 5.181 2.275  -0.95
O5 1.047 3.127 1.664  -0.50
O6 2.736 -3.462 0.836  -0.84
N1 3.313 2.657 0.378  0.05
N2 1.089 0.687 3.625  -0.38
N3 4.511 2.661 -0.229  0.39
N4 -0.673 0.045 2.103  0.10
N5 0.892 -1.604 -1.565  1.21
N6 1.629 1.777 5.780  -0.76
C1 2.126 -2.446 0.431  -0.21
C2 -0.720 -4.141 2.236  -0.64
C3 -4.156 2.013 1.925  -1.03
C4 -0.891 -0.866 -4.657  -0.72
C5 5.362 1.537 -2.242  -0.16
C6 -0.855 3.370 -5.447  -0.65
C7 -0.453 -0.787 -3.367  0.05
C8 1.351 1.294 4.761  0.69
C9 4.672 0.256 -0.312  -0.17
C10 4.891 1.476 -0.940  -0.21
C11 -0.452 -1.917 -5.498  -0.81
C12 -4.058 -0.687 -1.150  -1.10
C13 -4.618 -2.669 1.014  -1.26
C14 -2.015 3.568 -4.704  -0.57
C15 3.177 3.831 0.967  0.20
C16 0.865 -2.811 -3.681  1.43
C17 0.459 -1.741 -2.857  -0.83
C18 4.923 -0.921 -1.002  -0.30
C19 2.096 -3.659 -1.805  -0.91
C20 1.715 -3.785 -3.104  -1.16
C21 -2.823 -3.503 4.340  -1.13
C22 5.625 0.354 -2.918  -0.70
C23 0.265 2.836 -4.829  -0.61
C24 -2.029 3.211 -3.363  -0.74
C25 -2.518 1.595 4.420  -1.07
C26 1.670 -2.530 -1.051  0.75
C27 -2.210 -3.106 -0.751  -0.69
C28 4.717 6.031 1.166  0.53
C29 -0.912 2.631 -2.725  -0.12
C30 -0.037 -2.278 4.458  -1.12
C31 1.860 4.062 1.701  0.56
C32 5.144 3.841 -0.043  0.03
C33 -5.042 -0.070 3.960  -1.17
C34 5.401 -0.873 -2.305  -0.57
C35 0.172 0.388 2.871  0.10
C36 0.274 2.457 -3.473  0.49
C37 4.334 4.648 0.724  -0.23
C38 0.396 -2.875 -5.015  -0.79
H1 1.182 2.696 -5.393  0.40
H2 -2.563 -4.099 -0.452  0.52
H3 5.578 -1.793 -2.850  0.40
H4 -3.667 -3.828 3.713  0.33
H5 -3.565 0.282 -1.254  0.18
H6 5.479 2.496 -2.732  0.42
H7 0.844 -1.998 3.864  0.18
H8 -1.404 -4.474 1.446  0.20
H9 -1.744 2.201 3.926  0.18
H10 4.282 0.229 0.701  0.38
H11 -5.227 -1.976 1.613  0.17
H12 -0.793 -1.962 -6.525  0.37
H13 0.211 -3.800 1.759  -0.03
H14 2.974 6.134 2.080  0.45
H15 0.717 -3.701 -5.645  0.37
H16 4.726 -1.869 -0.514  0.45
H17 -4.640 1.577 1.042  0.28
H18 -4.744 -0.878 4.643  0.24
H19 -2.014 0.901 5.108  0.32
H20 -0.290 -1.430 5.108  0.28
H21 0.234 -3.129 5.092  0.46
H22 -5.102 -0.512 -0.861  0.40
H23 -0.475 -5.004 2.866  0.42
H24 2.039 -4.631 -3.704  0.36
H25 -3.143 2.271 5.014  0.43
H26 2.717 -4.386 -1.300  0.52
H27 -1.571 -0.112 -5.039  0.47
H28 -2.467 -4.376 4.906  0.35
H29 -5.600 0.680 4.539  0.44
H30 -0.799 0.001 -2.701  0.42
H31 -2.902 4.000 -5.157  0.34
H32 -2.919 3.376 -2.763  0.40
H33 5.973 0.396 -3.944  0.34
H34 -5.730 -0.499 3.216  0.32
H35 -4.866 2.683 2.422  0.39
H36 -4.044 -1.182 -2.127  0.35
H37 -3.310 2.607 1.562  0.23
H38 -2.310 -3.013 -1.837  0.33
H39 -5.278 -3.150 0.279  0.45
H40 -0.826 3.621 -6.501  0.32
H41 -3.211 -2.766 5.058  0.23
H42 -1.141 -3.042 -0.515  -0.24
H43 -4.242 -3.449 1.693  0.18

***

E_tot: -7857.1490 -7637.3962 -9471.9113 -4861.5665 (a.u.)
Maximum force: 2.78 1.55 1.83 1.59 (eV Å⁻¹)